{"formula": "C37H50CrN4O5PS4", "method": "wB97M-V/def2-TZVPD", "elements": ["Cr", "O", "S", "C", "C", "C", "C", "S", "O", "C", "C", "C", "C", "C", "C", "C", "C", "C", "C", "C", "C", "H", "H", "H", "H", "H", "H", "H", "H", "H", "H", "H", "H", "H", "H", "H", "H", "H", "H", "C", "C", "C", "C", "C", "C", "C", "C", "N", "C", "C", "C", "C", "H", "H", "H", "H", "H", "H", "H", "H", "H", "H", "H", "H", "H", "H", "H", "H", "H", "H", "C", "C", "C", "O", "P", "S", "S", "O", "C", "C", "C", "H", "H", "H", "H", "H", "H", "H", "H", "H", "H", "H", "H", "H", "H", "O", "N", "C", "C", "N", "C", "N"], "coordinates": [[-0.8705, -0.2662, -0.1047], [2.6449, 0.0894, -1.0139], [4.1286, 0.0646, -1.0476], [4.6536, 1.8299, -0.7487], [3.4544, 2.7270, -0.4652], [2.7922, 3.2181, -1.7539], [1.5180, 4.0257, -1.5010], [-0.1065, 3.1057, -1.4368], [0.0461, 1.7838, -0.7682], [-0.1237, 2.8392, -3.2267], [-0.5660, 3.9078, -3.9944], [-0.5408, 3.8161, -5.3755], [-0.0856, 2.6497, -5.9775], [0.3048, 1.5678, -5.2026], [0.2922, 1.6608, -3.8173], [4.8050, -0.4610, 0.5505], [6.1509, -0.7967, 0.5572], [6.7479, -1.2165, 1.7347], [5.9919, -1.3052, 2.8945], [4.6468, -0.9650, 2.8774], [4.0483, -0.5297, 1.7045], [5.1845, 2.1466, -1.6475], [5.3473, 1.8069, 0.0875], [3.7947, 3.5873, 0.1163], [2.7199, 2.1806, 0.1301], [2.5689, 2.3635, -2.3943], [3.5039, 3.8528, -2.2880], [1.3484, 4.7529, -2.2937], [1.5910, 4.5454, -0.5446], [-0.9168, 4.8088, -3.5057], [-0.8754, 4.6470, -5.9813], [-0.0330, 2.5884, -7.0557], [0.6226, 0.6516, -5.6812], [0.6113, 0.8334, -3.1942], [6.7258, -0.7174, -0.3576], [7.7966, -1.4808, 1.7408], [6.4467, -1.6537, 3.8121], [4.0501, -1.0512, 3.7736], [3.0051, -0.2451, 1.6861], [-1.4954, -2.8376, -4.2255], [-2.3335, -2.3148, -3.0893], [-3.4058, -3.0537, -2.6198], [-4.1138, -2.6641, -1.4804], [-5.1913, -3.5430, -0.9153], [-3.7868, -1.4737, -0.8623], [-2.7767, -0.6361, -1.3743], [-2.0467, -1.0910, -2.4886], [-2.4081, 0.5703, -0.7825], [-3.3508, 1.6887, -0.6883], [-3.4309, 2.3203, -2.0920], [-4.7742, 1.3049, -0.2543], [-2.8172, 2.7136, 0.3301], [-2.0385, -2.7741, -5.1696], [-1.2501, -3.8857, -4.0525], [-0.5651, -2.2789, -4.3200], [-3.6701, -3.9755, -3.1234], [-4.8947, -4.5876, -0.9739], [-6.1226, -3.4179, -1.4705], [-5.3708, -3.2914, 0.1282], [-4.2770, -1.1899, 0.0566], [-1.3055, -0.4299, -2.9253], [-3.9098, 1.6281, -2.7864], [-2.4292, 2.5341, -2.4606], [-4.0039, 3.2473, -2.0710], [-5.2380, 0.6102, -0.9529], [-5.3838, 2.2084, -0.2132], [-4.7510, 0.8581, 0.7394], [-1.7377, 2.6505, 0.4150], [-3.2320, 2.5187, 1.3174], [-3.0878, 3.7248, 0.0262], [2.1208, 2.2722, 3.1954], [1.1333, 1.4970, 4.0490], [1.8386, 0.6558, 5.1019], [0.3650, 0.6815, 3.1341], [-0.9291, -0.1419, 3.6420], [-1.7420, 0.6139, 5.2508], [-2.1093, -0.2497, 1.9870], [-0.1903, -1.5514, 3.8908], [-0.7450, -2.8367, 4.2221], [-2.1977, -2.7909, 4.6657], [-0.5742, -3.7470, 3.0164], [2.6861, 2.9650, 3.8172], [1.5901, 2.8358, 2.4286], [2.8129, 1.5828, 2.7095], [0.4415, 2.1851, 4.5442], [1.1068, 0.0469, 5.6278], [2.3372, 1.3042, 5.8213], [2.5753, -0.0003, 4.6389], [-0.1215, -3.1962, 5.0484], [-2.8146, -2.3510, 3.8821], [-2.3102, -2.2011, 5.5720], [-2.5446, -3.8068, 4.8537], [-1.2956, -3.4648, 2.2482], [-0.7377, -4.7870, 3.2987], [0.4362, -3.6483, 2.6201], [-0.0621, -1.7353, 0.1682], [0.7034, -2.7472, -0.0114], [0.2452, -3.9623, -0.1631], [-1.1150, -4.3541, -0.1497], [-2.2185, -4.6712, -0.1383], [1.1884, -5.0037, -0.3543], [1.9016, -5.8885, -0.5258]], "lowdin_spin": [2.94, 0.00, 0.00, 0.00, 0.00, 0.00, 0.00, 0.01, 0.03, 0.00, 0.00, 0.00, 0.00, 0.00, 0.00, 0.00, 0.00, 0.00, 0.00, 0.00, 0.00, 0.00, 0.00, 0.00, 0.00, 0.00, 0.00, 0.00, 0.00, 0.00, 0.00, 0.00, 0.00, 0.00, 0.00, 0.00, 0.00, 0.00, 0.00, 0.00, 0.00, 0.00, 0.00, 0.00, 0.01, 0.00, 0.01, -0.03, 0.00, 0.00, 0.00, 0.00, 0.00, 0.00, 0.00, 0.00, 0.00, 0.00, 0.00, 0.00, 0.00, 0.00, 0.00, 0.00, 0.00, 0.00, 0.00, 0.00, 0.00, 0.00, 0.00, 0.00, 0.00, 0.00, 0.00, -0.01, -0.03, 0.00, 0.00, 0.00, 0.00, 0.00, 0.00, 0.00, 0.00, 0.00, 0.00, 0.00, 0.00, 0.00, 0.00, 0.00, 0.00, 0.00, 0.00, -0.02, -0.04, 0.05, 0.01, 0.02, 0.01, 0.02], "homo_lumo_gap_ev": [7.0, 7.2], "charge": 0, "multiplicity": 4}


{"formula": "C37H50EuN4O7Si", "method": "wB97M-V/def2-TZVPD", "elements": ["Eu", "C", "C", "C", "C", "C", "C", "C", "H", "H", "H", "H", "H", "H", "H", "H", "O", "C", "O", "C", "C", "C", "C", "C", "C", "N", "C", "C", "C", "C", "C", "C", "N", "H", "H", "H", "H", "H", "H", "H", "H", "H", "H", "O", "N", "C", "C", "C", "C", "O", "Si", "O", "O", "C", "C", "C", "C", "O", "C", "C", "C", "C", "H", "H", "H", "H", "H", "H", "H", "H", "H", "H", "H", "H", "H", "H", "H", "H", "H", "H", "H", "H", "H", "H", "H", "H", "H", "H", "H", "C", "C", "C", "N", "C", "C", "H", "H", "H", "H", "H"], "coordinates": [[-0.3027, -0.6874, 1.1863], [2.2619, -1.9472, -1.3098], [1.0677, -2.5373, -0.6258], [-0.1897, -2.3498, -1.1886], [-1.2708, -3.1324, -0.7911], [-1.0934, -4.0044, 0.3140], [0.1221, -4.0077, 1.0037], [1.1894, -3.2944, 0.5310], [1.9753, -1.1863, -1.9784], [2.7278, -2.7234, -1.9151], [3.0367, -1.6054, -0.6235], [-0.3104, -1.6760, -2.0184], [-2.1995, -2.9371, -1.3124], [-1.9166, -4.5629, 0.6864], [0.2030, -4.5234, 1.9795], [2.1489, -3.4828, 0.9786], [2.6455, -7.2328, 4.1523], [3.4205, -6.1364, 4.3800], [4.5409, -6.2891, 4.8096], [2.8379, -4.8208, 4.0360], [1.5078, -4.5467, 4.1368], [1.0334, -3.2620, 3.8699], [1.9227, -2.2789, 3.5555], [3.2880, -2.5198, 3.4937], [3.7363, -3.7782, 3.7379], [1.3715, -1.0072, 3.2258], [1.8872, 0.0493, 3.7440], [1.3721, 1.4197, 3.4241], [1.7635, 2.4860, 4.1781], [1.2345, 3.7401, 3.8853], [0.4020, 3.8851, 2.7892], [0.0984, 2.7312, 2.0850], [0.5421, 1.5125, 2.3777], [1.7874, -6.9579, 3.7745], [0.7574, -5.2821, 4.5324], [-0.0142, -3.1064, 3.9190], [4.0206, -1.7034, 3.3038], [4.7637, -4.0121, 3.8194], [2.7096, -0.0598, 4.4597], [2.4754, 2.3696, 4.9700], [1.5178, 4.5513, 4.5450], [-0.0634, 4.8764, 2.5491], [-0.5580, 2.7549, 1.2307], [-2.8185, 0.7126, 0.9876], [-2.6314, 0.9999, -0.1727], [-1.4574, 4.2911, -4.4177], [-2.0655, 4.2113, -3.0386], [-3.5872, 3.9202, -2.9983], [-1.6937, 5.4058, -2.1822], [-1.3782, 3.0458, -2.3008], [-0.7920, 1.5677, -2.1693], [-1.3823, 1.0442, -0.5036], [-1.3618, 0.3811, -3.0912], [-1.1410, -0.1306, -4.4735], [0.1587, 0.4756, -5.0446], [-1.0339, -1.6548, -4.3928], [-2.3731, 0.3202, -5.2014], [0.8016, 1.4386, -1.8890], [1.9618, 2.3538, -1.7738], [3.0801, 1.3574, -1.5100], [2.0301, 3.0260, -3.1313], [1.7380, 3.2837, -0.6323], [-1.8780, 5.1770, -4.9019], [-1.6910, 3.4026, -5.0580], [-0.3851, 4.4371, -4.3792], [-4.2206, 4.6390, -3.5078], [-3.9436, 3.8282, -1.9763], [-3.8550, 2.9608, -3.4899], [-2.1590, 6.3329, -2.5720], [-0.6106, 5.5085, -2.1622], [-2.0385, 5.2285, -1.1719], [0.9949, 0.2108, -4.4020], [0.1271, 1.5397, -5.1711], [0.3640, -0.0016, -6.0266], [-0.0645, -1.9773, -4.0419], [-1.1457, -2.1049, -5.3669], [-1.8207, -2.0989, -3.7494], [-2.3349, 1.3649, -5.3795], [-3.2519, 0.0720, -4.5683], [-2.4922, -0.1476, -6.1825], [3.2413, 0.6918, -2.3500], [2.7730, 0.7574, -0.6447], [4.0505, 1.8164, -1.2611], [2.0277, 2.3074, -3.9554], [2.8985, 3.6600, -3.2559], [1.1763, 3.7320, -3.2730], [1.7091, 2.7044, 0.2593], [0.8118, 3.8806, -0.7687], [2.6245, 3.9502, -0.6183], [-4.0689, -2.0484, 4.7915], [-3.2961, -0.8854, 4.8130], [-2.3710, -0.7326, 3.8277], [-2.0975, -1.6123, 2.8695], [-2.7959, -2.7313, 2.9093], [-3.7843, -3.0120, 3.8623], [-4.8083, -2.2266, 5.5529], [-3.4290, -0.1321, 5.5807], [-1.7903, 0.1636, 3.8445], [-2.6945, -3.4305, 2.1100], [-4.2762, -3.9985, 3.8480]], "lowdin_spin": [7.03, 0.00, 0.00, 0.00, 0.00, 0.00, 0.00, 0.00, 0.00, 0.00, 0.00, 0.00, 0.00, 0.00, 0.00, 0.00, 0.00, 0.00, 0.00, 0.00, 0.00, 0.00, 0.00, 0.00, 0.00, -0.01, 0.00, 0.00, 0.00, 0.00, 0.00, 0.00, -0.01, 0.00, 0.00, 0.00, 0.00, 0.00, 0.00, 0.00, 0.00, 0.00, 0.00, 0.00, 0.00, 0.00, 0.00, 0.00, 0.00, 0.00, 0.00, -0.01, 0.00, 0.00, 0.00, 0.00, 0.00, 0.00, 0.00, 0.00, 0.00, 0.00, 0.00, 0.00, 0.00, 0.00, 0.00, 0.00, 0.00, 0.00, 0.00, 0.00, 0.00, 0.00, 0.00, 0.00, 0.00, 0.00, 0.00, 0.00, 0.00, 0.00, 0.00, 0.00, 0.00, 0.00, 0.00, 0.00, 0.00, 0.00, 0.00, 0.00, -0.01, 0.00, 0.00, 0.00, 0.00, 0.00, 0.00, 0.00], "homo_lumo_gap_ev": [7.6, 8.1], "charge": 2, "multiplicity": 8}


Record order is preserved below.
Relative energy (zero: lowest compared OMol25 entry of this formula, charge and spin): 284.5 8.6 kJ/mol